No. 1
This record from the Open Molecules 2025 dataset describes a 10-piece molecular cluster, C40H84N4O12 overall. The level of theory is ωB97M-V with the def2-TZVPD basis set.

- energy above the lowest of the compared OMol25 structures with the same formula, charge and spin (kJ/mol) = 222.4
- SMILES = CCOC(C)=O.CCOC(C)=O.CCCC#N.CCCC#N.CCCC#N.CCCC#N.COCCOC.COCCOC.COCCOC.COCCOC

```
! RIJCOSX wB97M-V def2-TZVPD def2/J DEFGRID3
* xyz 0 1
O 3.497 2.874 3.340
O 0.065 -5.873 -0.823
O 0.580 -6.307 2.064
O 0.191 -1.940 4.046
O 1.724 -2.527 5.633
O 4.313 0.921 -3.373
O -2.870 1.339 0.541
O 3.452 -0.495 -4.894
O -3.799 -1.325 -0.108
O 1.472 4.109 1.914
O -4.210 1.267 -3.700
O -2.263 -0.850 -4.388
N -2.642 1.334 3.961
N 2.706 -2.326 1.761
N -0.904 4.511 -2.272
N 1.162 -1.880 -1.429
C -0.983 -4.130 4.256
C -2.960 1.842 -0.767
C 1.422 -7.034 2.917
C 0.595 -4.909 0.085
C 4.237 2.391 4.401
C -2.191 2.233 3.450
C -1.203 2.824 -4.245
C -3.949 -0.798 1.193
C 3.012 -1.220 1.586
C -1.055 3.784 -3.136
C 3.942 2.001 -0.163
C 4.156 0.583 -4.530
C 2.987 -1.334 -3.776
C -0.751 -1.152 0.183
C 4.843 1.249 -5.679
C 3.565 0.156 1.390
C -5.156 2.209 -4.199
C -0.558 -5.190 -1.871
C -1.478 -1.953 -4.053
C -3.503 -0.957 -3.706
C 2.599 4.828 2.293
C -2.819 4.573 3.008
C 4.016 -2.373 -3.261
C -3.643 -2.758 -0.010
C 0.773 -0.279 5.503
C -1.741 3.516 2.875
C 3.103 4.230 3.569
C 0.160 -3.287 3.575
C 0.839 4.680 0.787
C -4.022 4.321 2.084
C 3.675 0.506 -0.074
C 0.197 1.031 1.041
C -4.017 0.706 1.072
C 0.234 1.170 -3.050
C 0.356 -1.478 -0.700
C 1.448 -5.658 1.122
C 0.976 -1.701 5.084
C -4.484 0.016 -4.272
C -0.375 -0.310 1.377
C -0.007 1.884 -4.350
H -2.219 2.628 -0.844
H -4.485 -0.011 -5.361
H -3.416 -0.796 -2.609
H 2.380 5.904 2.473
H -4.815 5.061 2.208
H 5.122 2.201 -5.291
H 1.515 4.767 -0.070
H 3.931 4.848 3.942
H -0.196 -0.209 6.020
H -0.798 -4.141 5.322
H -0.901 -5.164 3.889
H -2.307 5.538 2.731
H 4.942 2.221 0.257
H -1.213 -1.959 -2.969
H 0.340 -0.860 1.986
H -3.867 -2.009 -3.851
H 0.856 2.445 -4.732
H -3.134 -1.082 1.825
H -1.964 -2.905 -4.328
H 5.163 2.953 4.506
H -1.520 -0.636 -0.412
H -0.441 1.551 0.329
H -3.967 2.249 -0.997
H 0.384 5.668 0.984
H -1.407 3.421 -5.131
H 0.078 4.040 0.361
H 1.878 -7.867 2.379
H -2.744 1.068 -1.519
H 2.888 0.912 1.859
H 1.112 0.522 -3.067
H 3.408 4.704 1.549
H -4.929 0.893 0.467
H -2.923 -3.053 -0.775
H 4.377 1.277 -6.656
H -0.271 1.117 -5.073
H -4.828 -1.168 1.715
H 2.164 -6.362 3.343
H 3.501 -2.974 -2.462
H 4.395 -3.128 -3.940
H 4.517 0.234 1.936
H 1.113 0.835 0.474
H 3.999 2.404 -1.178
H 3.186 2.527 0.382
H -4.169 1.171 2.030
H -2.003 -3.682 4.120
H 2.683 0.343 -0.494
H 2.793 -0.720 -2.902
H 1.221 -4.138 -0.428
H -0.744 -5.968 -2.618
H 2.145 -4.953 1.660
H -4.606 -3.206 -0.268
H 0.496 1.669 1.901
H -6.154 1.926 -3.882
H 0.197 -4.512 -2.301
H 1.106 -3.757 3.791
H -1.334 -0.206 1.929
H -4.417 3.314 2.196
H -5.085 2.265 -5.327
H 4.446 1.351 4.171
H 3.663 2.436 5.335
H 4.884 -1.868 -2.823
H -0.014 -3.188 2.502
H -0.613 0.548 -2.641
H -3.194 -3.056 0.961
H 2.101 -1.792 -4.128
H -0.225 -4.357 0.552
H -3.114 4.589 4.065
H 2.030 -6.399 0.542
H 0.746 0.429 4.666
H -1.205 -2.119 0.386
H -2.113 2.235 -4.093
H -0.810 3.800 3.341
H 5.753 0.603 -5.750
H -1.489 -4.718 -1.519
H -4.942 3.160 -3.738
H 0.503 1.867 -2.269
H 2.359 4.191 4.381
H -1.523 3.299 1.842
H -5.488 -0.382 -3.972
H -0.512 -1.872 -4.535
H 4.423 -0.109 -0.569
H 0.747 -7.362 3.741
H 1.575 0.047 6.169
H -3.727 4.410 1.021
*
```

These are the Löwdin partial charges, in e, on atoms 1 to 5: -0.20, -0.18, -0.20, -0.04, 0.07

No. 2
This record from the Open Molecules 2025 dataset describes a 10-piece molecular cluster, C40H87N12O11 overall. The level of theory is ωB97M-V with the def2-TZVPD basis set.

```
! RIJCOSX wB97M-V def2-TZVPD def2/J DEFGRID3
* xyz 1 1
O 1.955 -0.260 -10.524
O 2.880 -0.990 7.610
O 2.656 -0.247 -5.636
O 5.056 -1.727 -0.712
O 3.226 -1.000 0.769
O -7.094 -2.686 -4.981
O -0.169 -1.321 4.117
O -3.130 3.670 -0.322
O -3.329 -6.549 5.946
O 3.770 3.555 5.147
O 0.119 5.908 6.885
N -5.628 -1.242 -1.017
N 4.923 4.389 3.413
N -2.469 -4.713 4.988
N -8.935 -3.043 -3.750
N 1.723 -0.151 3.832
N -1.977 4.504 -2.056
N 3.838 -2.141 -5.852
N 4.120 -2.828 7.268
N -1.233 4.127 7.059
N 0.937 1.492 -1.027
N -0.180 0.316 -10.896
N -1.114 0.080 -0.577
C 0.679 -0.573 4.600
C 5.253 -0.674 7.636
C 0.237 2.099 0.198
C -8.966 -3.623 -6.142
C -10.291 -3.456 -3.480
C 2.221 2.004 -1.641
C -3.730 -1.766 -2.761
C 2.814 0.719 4.202
C 3.115 0.878 -2.428
C -2.627 -5.546 6.055
C -8.256 -3.084 -4.932
C -1.638 5.450 -3.092
C 0.607 -0.101 6.025
C -1.696 -3.497 4.906
C -1.414 0.433 -11.637
C 4.300 -3.351 -6.488
C -4.957 -2.336 -1.822
C 2.309 -1.473 -7.662
C 5.049 -0.903 -1.930
C 3.998 -1.491 7.507
C 0.119 4.794 9.004
C 5.326 -3.605 7.115
C 3.007 5.658 4.296
C 3.711 -1.893 -0.138
C 1.072 -0.839 -12.672
C -2.198 -0.975 -0.617
C -0.320 4.994 7.580
C -2.986 4.575 -1.142
C 0.996 -0.248 -11.292
C 2.687 -3.166 -0.464
C 2.935 -1.231 -6.317
C 4.594 0.668 -1.687
C -2.253 -1.865 -1.993
C -1.108 1.183 0.488
C -1.867 2.999 7.699
C 3.914 4.460 4.328
C -3.893 5.774 -1.174
C -1.926 -5.199 7.338
C 0.089 0.317 -1.463
C 5.262 5.335 2.377
H 6.227 -2.999 7.211
H 3.838 -3.513 -7.462
H -1.413 3.667 -1.967
H -5.768 -2.781 -2.559
H 4.465 -1.401 -2.844
H 1.613 -0.661 -7.891
H 3.584 6.570 4.472
H -0.953 -3.621 4.114
H 1.927 2.935 -2.309
H -10.839 -2.591 -3.098
H 6.183 -0.850 -2.299
H -2.277 -4.232 7.708
H -3.642 -2.502 -3.696
H -1.977 -1.741 0.267
H 2.073 -1.249 -12.838
H -8.292 -3.590 -7.003
H -3.316 6.685 -0.997
H -0.281 -0.524 6.504
H -1.627 2.103 7.121
H -2.374 -2.683 4.636
H -2.974 -5.018 4.163
H -4.644 5.682 -0.384
H 5.851 -1.036 8.477
H 0.887 -0.066 -13.423
H -1.194 -3.259 5.844
H 1.810 -2.855 -1.181
H 5.384 -3.280 -6.605
H -10.262 -4.230 -2.709
H -4.408 5.828 -2.136
H -2.198 -0.076 -11.071
H -0.148 0.691 -9.955
H 5.337 1.408 -2.238
H 1.752 -2.414 -7.653
H 5.206 4.817 1.416
H -0.844 -5.178 7.181
H -5.339 -1.424 -0.019
H 3.243 -4.133 -0.816
H -1.458 -1.579 -2.803
H -2.948 3.160 7.676
H 4.595 6.198 2.366
H 0.529 0.989 6.056
H -0.738 4.883 9.677
H 0.420 -0.330 -2.401
H 0.848 5.565 9.271
H 4.989 0.370 7.825
H 0.346 -1.651 -12.773
H 3.749 0.172 4.053
H 2.256 5.567 5.085
H 5.829 -0.722 6.709
H 2.748 1.053 5.238
H -1.694 4.933 -4.054
H -2.073 -3.010 -1.739
H -1.475 4.331 6.096
H 5.487 3.552 3.503
H 6.289 5.667 2.545
H 2.797 1.586 3.536
H -10.793 -3.844 -4.367
H -1.662 1.495 -11.715
H 2.492 5.713 3.333
H -4.572 -3.206 -1.142
H 4.541 0.843 -0.530
H -3.932 -0.671 -3.188
H -2.305 6.313 -3.103
H -8.386 -2.667 -2.985
H 2.632 -0.186 -2.496
H 1.489 -0.437 6.577
H 3.231 1.268 -3.550
H 1.698 -0.513 2.886
H 2.200 -3.438 0.592
H 0.570 3.032 0.822
H -9.843 -3.009 -6.367
H 5.304 -4.074 6.127
H -1.343 0.000 -12.635
H 2.878 2.434 -0.749
H -9.260 -4.662 -5.973
H 3.081 -1.495 -8.437
H 4.067 -4.191 -5.828
H -5.224 -0.302 -1.308
H -1.933 1.328 1.337
H -1.539 2.867 8.731
H 4.212 -1.904 -4.941
H 3.228 -3.305 7.194
H 5.326 -4.385 7.880
H -3.206 -0.442 -0.336
H -2.151 -5.959 8.092
H -0.611 5.783 -2.924
H 0.594 3.816 9.117
*
```

These are the Löwdin partial charges, in e, on atoms 1 to 5: 0.01, 0.00, 0.00, -0.10, -0.05

No. 3
This record from the Open Molecules 2025 dataset describes a 9-piece molecular cluster, C40H88F12N5O15S4 overall. The level of theory is ωB97M-V with the def2-TZVPD basis set.

```
! RIJCOSX wB97M-V def2-TZVPD def2/J DEFGRID3
* xyz 1 1
S 4.689 -12.354 18.852
S 3.770 -19.850 25.315
S 0.093 -14.079 22.346
S -3.586 -10.967 24.982
F 4.785 -12.396 21.559
F 3.577 -17.692 23.710
F 1.744 -15.129 20.632
F 4.812 -19.249 22.856
F 5.353 -14.193 20.633
F 6.702 -12.520 20.480
F 1.937 -16.106 22.543
F -2.947 -11.106 22.287
F 2.724 -19.515 22.815
F 2.782 -14.023 22.242
F -2.654 -12.882 23.529
F -4.625 -12.216 22.978
O -0.154 -14.261 23.784
O 7.139 -14.578 27.927
O -3.739 -12.827 17.873
O -0.999 -14.765 21.576
O 0.202 -12.652 21.877
O 4.605 -21.044 25.162
O -4.612 -11.732 25.805
O -2.236 -10.946 25.504
O 5.087 -13.264 17.826
O -4.096 -9.632 24.709
O 2.630 -9.290 22.723
O 2.381 -20.050 25.757
O 5.266 -11.014 18.649
O 3.209 -12.343 18.941
O 4.517 -18.776 26.058
N 5.863 -15.250 25.019
N -0.753 -12.007 18.498
N -2.222 -17.418 29.048
N 0.138 -10.099 23.845
N 8.301 -17.299 18.675
C 2.574 -10.450 23.523
C 1.822 -14.916 21.909
C 6.771 -17.171 16.519
C -3.049 -15.586 27.247
C 7.864 -17.892 17.273
C 4.659 -17.662 20.072
C -1.945 -12.368 19.411
C 7.058 -16.898 19.598
C -2.016 -17.604 30.582
C 3.192 -9.388 21.372
C -3.012 -13.347 19.021
C 6.508 -15.703 27.467
C 6.807 -15.987 25.970
C -0.032 -13.260 17.958
C 0.177 -10.988 19.116
C 10.701 -17.810 19.217
C 3.940 -17.242 18.814
C -3.407 -11.819 23.276
C 1.291 -11.514 25.534
C 6.130 -13.756 25.082
C -3.318 -18.171 31.107
C 0.369 -17.131 28.499
C 1.131 -16.909 26.082
C -3.817 -19.038 29.976
C 1.459 -10.427 24.570
C -0.970 -17.866 28.177
C 4.347 -15.424 25.447
C 5.406 -12.902 20.531
C 9.282 -16.079 18.496
C 3.672 -18.989 23.555
C -1.195 -11.250 17.169
C 6.188 -18.049 20.042
C 6.413 -17.820 15.153
C -2.762 -16.000 28.785
C 1.604 -17.283 27.517
C 9.229 -18.357 19.293
C -3.829 -14.282 27.287
C -3.387 -18.415 28.713
C 10.643 -16.665 18.246
C 6.112 -15.709 23.581
H 2.456 -11.388 22.982
H 2.883 -8.461 20.888
H 1.857 -18.334 27.381
H -3.978 -17.353 31.394
H 4.144 -16.464 25.701
H -0.579 -10.012 24.550
H 9.313 -15.512 19.427
H 10.869 -17.379 20.204
H 0.217 -16.063 28.658
H -1.406 -12.717 20.292
H 8.890 -15.368 17.768
H 4.170 -14.767 26.298
H -0.446 -10.183 19.506
H 2.935 -16.840 18.938
H 5.862 -17.238 17.118
H 11.508 -18.530 19.082
H 4.266 -9.442 21.549
H -2.050 -15.467 26.828
H 1.892 -16.942 25.303
H 1.640 -12.499 25.224
H -4.162 -17.762 28.310
H -3.141 -18.760 32.007
H 6.608 -18.621 20.869
H 5.827 -13.367 26.054
H -2.160 -15.229 29.267
H -3.279 -19.955 30.216
H 7.219 -13.711 25.099
H -4.632 -13.177 17.907
H 9.195 -19.326 18.796
H -1.769 -10.401 17.543
H -0.876 -18.950 28.247
H 3.589 -10.362 23.909
H 4.814 -16.800 20.720
H 6.274 -18.901 15.166
H 6.914 -16.094 16.602
H -3.707 -13.712 26.366
H -4.891 -19.124 30.139
H 5.478 -15.223 22.839
H 7.617 -14.767 28.738
H 5.586 -17.398 14.582
H 2.817 -10.321 20.951
H 1.777 -11.321 26.490
H 7.202 -17.623 14.427
H -3.727 -13.520 19.825
H 5.696 -13.247 24.222
H 11.455 -15.984 18.499
H 7.519 -16.543 20.520
H 4.441 -16.476 18.222
H -2.660 -14.357 18.810
H -4.913 -14.331 27.182
H -3.446 -16.398 26.637
H 0.245 -9.190 23.418
H 7.136 -15.458 23.307
H 1.049 -13.199 17.839
H -1.561 -16.815 31.180
H -3.233 -19.117 27.894
H 8.832 -18.606 20.277
H 0.674 -15.919 26.099
H 6.224 -18.758 19.215
H 7.804 -15.812 25.566
H -3.561 -13.591 28.086
H 0.267 -17.469 25.726
H 6.911 -16.522 28.063
H -0.372 -10.960 16.516
H -0.586 -13.798 17.189
H -1.809 -11.994 16.663
H 0.683 -11.528 19.916
H 6.416 -16.065 19.315
H 6.460 -16.990 25.719
H 3.914 -14.979 24.551
H -1.237 -17.782 27.123
H -1.217 -18.344 30.553
H 3.792 -18.121 18.187
H 0.069 -10.816 23.136
H 1.511 -9.461 25.073
H -0.124 -14.088 18.661
H 5.537 -15.468 27.902
H 7.441 -18.868 17.511
H 0.711 -17.417 29.494
H 0.877 -10.562 18.397
H -2.310 -11.379 19.688
H 0.267 -11.679 25.868
H 2.443 -16.771 27.988
H 8.808 -18.234 16.848
H 5.790 -16.750 23.549
H 10.768 -17.023 17.224
H 4.096 -18.449 20.573
H -3.683 -15.927 29.364
*
```

These are the Löwdin partial charges, in e, on atoms 1 to 5: 0.46, 0.54, 0.57, 0.52, 0.14

| no. | gap between HOMO and LUMO (eV) | LUMO energy (eV) |
| --- | --- | --- |
| 1 | 10.03 | 0.618 |
| 2 | 7.32 | -2.892 |
| 3 | 7.72 | -2.050 |